(1)
A cluster of 11 separate species, C7H34BF4N14O10 in total. Source: the OMol25 dataset; level of theory: wB97M-V/def2-TZVPD.

```
70
Properties=species:S:1:pos:R:3:nbo_charge:R:1
B 1.30800 0.22334 -0.25442 1.31
F 0.44036 -0.77376 -0.61231 -0.55
F 0.57232 1.19387 0.44872 -0.57
F 2.28778 -0.34593 0.58039 -0.57
F 1.95821 0.75986 -1.37450 -0.56
O 0.79583 1.95285 3.35428 -0.98
H 0.19793 1.22206 3.16335 0.46
H 0.22761 2.73511 3.36481 0.50
O 4.42636 0.15407 -2.40358 -0.94
H 3.87185 -0.39462 -1.84176 0.48
H 4.99595 -0.46845 -2.86407 0.46
O 3.18414 3.34151 1.06802 -0.95
H 2.79444 2.81176 1.77586 0.48
H 2.62039 3.18201 0.30930 0.47
C -1.21868 4.62417 1.60481 0.78
O -0.77671 4.56326 2.74767 -0.70
N -2.15162 5.52923 1.24032 -0.84
N -0.69890 3.93079 0.57183 -0.85
H -2.45920 6.08932 2.01811 0.40
H -2.43355 5.77634 0.31058 0.40
H -0.10765 3.11757 0.63207 0.43
H -0.75920 4.31250 -0.35446 0.38
C -1.35731 -0.34985 -3.21833 0.78
O -2.02045 -0.55814 -4.22516 -0.66
N -1.80909 0.31627 -2.10066 -0.89
N -0.06765 -0.71504 -3.11954 -0.85
H -2.78610 0.55962 -2.10303 0.41
H -1.16552 0.60230 -1.39473 0.40
H 0.28032 -1.44731 -3.71357 0.40
H 0.49109 -0.39804 -2.33839 0.40
C -1.66710 -4.45292 -1.94285 0.77
O -1.79053 -3.95860 -3.05158 -0.66
N -2.08778 -5.73638 -1.71458 -0.86
N -1.32020 -3.78430 -0.82223 -0.84
H -2.29547 -6.28899 -2.52504 0.40
H -2.27260 -6.02540 -0.77186 0.38
H -1.57466 -4.14844 0.07737 0.38
H -1.01171 -2.82992 -0.89299 0.42
C 1.82745 4.19050 -2.22646 0.77
O 1.71580 5.30267 -2.73911 -0.69
N 3.01415 3.70774 -1.79532 -0.85
N 0.84056 3.28075 -2.01062 -0.88
H 3.88590 4.18210 -1.94569 0.41
H 3.06770 2.73682 -1.53861 0.39
H 1.26047 2.39790 -1.77716 0.42
H -0.08174 3.62131 -2.21040 0.41
C -3.81210 -1.59711 0.74150 0.76
O -4.67310 -1.93533 -0.09773 -0.69
N -2.64644 -1.06126 0.35689 -0.87
N -4.02150 -1.73714 2.05285 -0.86
H -2.43633 -0.84074 -0.61205 0.42
H -2.06041 -0.69387 1.10461 0.41
H -3.30589 -1.37008 2.67197 0.39
H -4.44315 -2.55272 2.46138 0.39
C -0.85371 -0.68864 3.73286 0.78
O -1.71410 -0.25429 2.97333 -0.71
N -1.18162 -1.14474 4.98674 -0.85
N 0.46970 -0.63457 3.49711 -0.83
H -0.51721 -1.54673 5.62105 0.39
H -2.11323 -0.89507 5.27026 0.41
H 1.16445 -0.85348 4.18652 0.40
H 0.74111 -0.19180 2.63099 0.43
C 2.52115 -3.72608 -0.74990 0.76
O 3.08368 -4.76194 -1.13734 -0.70
N 2.20744 -2.77938 -1.63809 -0.84
N 2.33408 -3.38193 0.52192 -0.84
H 2.02787 -1.82108 -1.34488 0.39
H 2.22341 -2.96114 -2.62511 0.40
H 2.86644 -3.83828 1.24177 0.39
H 1.98825 -2.47415 0.76885 0.41
```

Computed properties:
* net charge: -1
* energy above the lowest of the compared OMol25 structures with the same formula, charge and spin: 0.000 eV
* 2S+1: 1
* M: 561.241 g/mol

=====

(2)
A structure of composition C8H16N2O8P3S. Source: the OMol25 dataset; level of theory: wB97M-V/def2-TZVPD.

```
38
Properties=species:S:1:pos:R:3:nbo_charge:R:1
C -0.97233 -1.04387 3.92432 -0.46
C -0.11735 -0.65359 2.96828 -0.12
C -0.48652 0.21912 1.80249 -0.05
C 0.19469 -0.13971 0.45991 -0.87
P 1.68436 -1.10606 0.45747 2.38
O 2.23488 -1.20613 -0.91334 -1.15
O 2.67212 -0.43577 1.50452 -1.04
O 1.37676 -2.57072 1.02504 -0.97
C 0.14152 1.64477 2.23137 0.78
O -0.52839 2.32521 3.00157 -0.72
O 1.29177 1.86211 1.77688 -0.79
N -1.96970 0.35583 1.73897 -1.09
P -2.85168 -1.08460 1.42661 1.52
N -2.05235 -2.39767 1.15083 -1.32
P -2.54810 1.64264 0.79285 1.06
S -2.60054 1.44381 -1.14665 -0.61
H -1.81110 -0.43727 4.23976 0.21
H -0.82258 -2.01282 4.38602 0.20
H 0.92499 -0.91346 3.08346 0.22
H -0.49426 -0.65480 -0.20982 0.28
H 0.49009 0.76592 -0.06458 0.29
H 2.50929 0.53992 1.49533 0.55
H 2.17457 -2.94405 1.41906 0.50
H -3.64145 -1.18082 2.57822 -0.09
H -3.72490 -0.75024 0.38189 -0.05
H -2.26901 -2.77318 0.23518 0.38
H -1.87139 2.79397 1.17460 0.03
H -3.84161 1.79765 1.31396 -0.06
C 2.44170 0.74112 -3.58024 -0.11
C 2.19004 0.48621 -5.05613 -0.10
O 0.77801 0.26591 -5.09376 -0.50
C 0.22686 0.87041 -4.00330 0.97
O -0.93528 1.00721 -3.81678 -0.57
O 1.19077 1.29146 -3.16055 -0.48
H 3.24669 1.44838 -3.39597 0.19
H 2.62626 -0.16735 -3.00870 0.24
H 2.42525 1.35351 -5.67846 0.17
H 2.71794 -0.38308 -5.44030 0.19
```

Computed properties:
* net charge: -1
* 2S+1: 1
* M: 393.211 g/mol

=====

(3)
A cluster of 8 separate species, H14IO7 in total. Source: the OMol25 dataset; level of theory: wB97M-V/def2-TZVPD.

```
22
Properties=species:S:1:pos:R:3:nbo_charge:R:1
I 0.14642 0.35815 -0.44697 -0.88
O -3.29939 0.98418 0.74243 -0.99
H -3.61022 0.24684 1.30289 0.47
H -2.37854 0.83848 0.40322 0.50
O 3.08272 0.67480 1.49915 -0.93
H 2.20752 0.33689 1.55170 0.47
H 3.27537 0.77245 2.45824 0.45
O -1.60931 -0.19702 -3.59782 -0.98
H -1.47507 0.40449 -4.35983 0.47
H -1.05665 0.11405 -2.83486 0.50
O -1.30944 -2.46314 -1.61775 -0.97
H -0.94774 -1.58850 -1.41246 0.47
H -2.08281 -2.28908 -2.10496 0.46
O -1.15842 -1.61223 2.39548 -0.95
H -1.59879 -0.82756 2.71676 0.46
H -0.62170 -1.28115 1.69860 0.49
O 3.35384 -0.98795 -0.88803 -0.94
H 2.57867 -0.58995 -0.52809 0.48
H 3.48115 -1.69740 -0.22762 0.45
O 1.21675 3.26506 1.01288 -0.97
H 0.79045 3.04145 1.80791 0.45
H 1.01517 2.49715 0.42915 0.49
```

Computed properties:
* net charge: -1
* energy above the lowest of the compared OMol25 structures with the same formula, charge and spin: 0.809 eV
* 2S+1: 1
* M: 253.009 g/mol

=====

Calculated values (eV) of HOMO-LUMO gap for the records, taken in order: 8.9; 8.2; 8.7.
Calculated values (Eh) of electronic energy for the records, taken in order: -2231.04332; -2448.28416; -832.87833.